A:
Density functional theory data (wB97M-V/def2-TZVPD) for a cluster of 4 separate species, C3H14N2O3 in total.

Geometry (Å):
O (3.02, 1.22, 0.73)
O (2.41, 1.13, -2.14)
O (0.36, -1.25, -1.97)
N (-1.33, -0.81, 0.55)
N (-1.15, -3.01, 0.94)
C (-1.11, -1.83, 1.45)
C (-1.50, 0.55, 1.09)
C (-1.23, 1.65, 0.06)
H (2.00, 0.25, -2.24)
H (3.38, 2.08, 0.53)
H (-0.36, -1.87, -1.82)
H (-0.31, 1.38, -0.47)
H (2.61, 0.88, -0.08)
H (3.27, 0.73, -2.37)
H (-2.05, 1.73, -0.67)
H (-2.57, 0.81, 1.34)
H (-1.27, 2.67, 0.48)
H (-1.90, -0.94, -0.27)
H (-0.87, 0.69, 1.96)
H (-0.94, -1.58, 2.49)
H (-0.89, -3.77, 1.57)
H (0.43, -0.73, -1.16)

Properties
SMILES	[H]/N=C/NCC.O.O.O
frontier orbital gap	0.365	Ha
spin multiplicity	1
HOMO energy	-9.21	eV

=====

B:
Density functional theory data (wB97M-V/def2-TZVPD) for a cluster of 4 separate species, C3H14N2O3 in total.

Geometry (Å):
O (1.61, 1.65, 0.27)
O (0.67, -0.67, -1.72)
O (3.39, 1.25, -2.50)
N (-0.41, -2.78, -0.22)
N (-0.65, -0.67, 0.71)
C (-0.66, -2.02, 0.77)
C (-2.13, 1.28, 0.68)
C (-1.53, 0.12, 1.55)
H (1.45, -1.04, -2.15)
H (-2.84, 1.90, 1.24)
H (3.18, 1.57, -1.60)
H (0.09, -1.46, -1.80)
H (1.00, 2.34, 0.01)
H (-0.96, 0.47, 2.40)
H (-0.99, -2.38, 1.76)
H (-0.35, -3.78, -0.10)
H (1.13, 1.25, 1.00)
H (-0.16, -0.30, -0.11)
H (-2.38, -0.44, 1.96)
H (-1.23, 1.84, 0.36)
H (-2.56, 0.73, -0.15)
H (4.33, 1.13, -2.36)

Properties
SMILES	[H]/N=C/NCC.O.O.O
frontier orbital gap	0.352	Ha
spin multiplicity	1
HOMO energy	-8.83	eV

=====

The structure with the least stability is A.